{
  "formula": "C2H2ClO2S2",
  "method": "ωB97M-V with the def2-TZVPD basis set",
  "symbols": ["C", "C", "O", "O", "S", "S", "Cl", "H", "H"],
  "coordinates": [[-3.581366, 0.105118, 0.163020], [-0.054730, -0.425513, -0.264707], [-4.242527, -0.479963, 0.885532], [-3.220607, 0.910702, -0.545031], [1.265596, -1.606059, -0.013431], [-0.082440, 0.014779, -1.922094], [-1.713329, -1.469649, 0.111341], [1.453777, -1.728959, 1.346463], [-1.247355, 0.777117, -2.055295]],
  "forces_ev_per_angstrom": [[-0.63, -0.41, 0.64], [-0.18, -0.11, 2.35], [-1.77, -1.94, 2.16], [1.70, 2.89, -2.74], [0.37, -0.20, -0.35], [-0.41, 0.33, -2.06], [0.33, -0.78, -0.10], [-0.53, 0.71, -0.65], [1.12, -0.49, 0.74]],
  "lowdin_charge": [-0.71, -1.43, 0.12, 0.13, 0.42, 0.45, 0.33, -0.16, -0.14],
  "e_above_lowest_ev": 1.5384,
  "spin_multiplicity": 1,
  "gap_ev": 6.0016,
  "total_charge": -1,
  "largest_force_ha_per_bohr": 0.0842,
  "e_homo_ev": -2.61
}